(1)
{"formula": "C22H21AlF4N2PSe2", "method": "ωB97M-V/def2-TZVPD", "homo_energy_ev": -11.03, "max_force_ev_per_a": 0.22, "lumo_energy_ev": -2.87, "energy_ev": -183582.3465, "total_charge": 1, "symbols": ["Al", "C", "N", "C", "C", "C", "N", "C", "C", "F", "C", "F", "C", "C", "F", "C", "F", "H", "H", "H", "H", "H", "H", "H", "H", "H", "H", "H", "Se", "P", "Se", "C", "C", "C", "C", "C", "C", "C", "C", "C", "C", "C", "C", "H", "H", "H", "H", "H", "H", "H", "H", "H", "H"], "positions_angstrom": [[0.175, -1.102, 0.747], [2.634, -2.609, -0.042], [1.272, -2.756, 0.515], [0.517, -3.724, -0.321], [1.339, -3.226, 1.931], [-0.054, -3.194, 2.543], [-0.659, -1.923, 2.144], [-1.803, -1.475, 2.794], [-2.123, -0.122, 2.722], [-1.269, 0.670, 2.025], [-3.235, 0.430, 3.313], [-3.448, 1.742, 3.178], [-4.107, -0.356, 4.037], [-3.816, -1.702, 4.126], [-4.630, -2.512, 4.802], [-2.705, -2.259, 3.516], [-2.523, -3.587, 3.614], [3.119, -3.585, -0.093], [3.221, -1.943, 0.586], [2.573, -2.181, -1.042], [0.985, -4.709, -0.258], [0.525, -3.382, -1.353], [-0.515, -3.795, 0.018], [1.996, -2.533, 2.461], [1.785, -4.223, 1.970], [0.034, -3.274, 3.628], [-0.637, -4.056, 2.214], [-4.984, 0.060, 4.510], [1.665, 0.766, 0.701], [0.485, 1.161, -1.119], [-0.960, -0.502, -1.261], [1.558, 1.218, -2.558], [2.491, 2.256, -2.615], [3.350, 2.342, -3.694], [3.279, 1.402, -4.717], [2.349, 0.376, -4.661], [1.485, 0.278, -3.578], [-0.352, 2.741, -1.017], [-0.649, 3.322, 0.212], [-1.363, 4.509, 0.249], [-1.779, 5.107, -0.932], [-1.484, 4.524, -2.159], [-0.769, 3.340, -2.207], [2.544, 2.993, -1.822], [4.075, 3.144, -3.742], [3.950, 1.476, -5.562], [2.290, -0.349, -5.461], [0.756, -0.520, -3.533], [-0.324, 2.854, 1.132], [-1.592, 4.966, 1.202], [-2.336, 6.034, -0.899], [-1.807, 4.995, -3.077], [-0.533, 2.891, -3.165]]}


(2)
{"formula": "C22H21BF3IO10PS3", "method": "ωB97M-V/def2-TZVPD", "homo_energy_ev": -6.64, "max_force_ev_per_a": 1.61, "lumo_energy_ev": 0.76, "energy_ev": -102364.7641, "total_charge": -1, "symbols": ["C", "C", "I", "C", "C", "C", "C", "C", "O", "C", "O", "C", "C", "C", "C", "O", "F", "C", "C", "C", "C", "S", "C", "P", "O", "O", "S", "C", "S", "C", "C", "O", "H", "H", "H", "H", "H", "H", "H", "H", "H", "H", "H", "H", "H", "H", "H", "H", "H", "H", "H", "H", "H", "B", "O", "C", "O", "C", "O", "O", "F", "F"], "positions_angstrom": [[5.940, 1.902, 0.014], [5.501, 0.564, 0.638], [3.796, 0.938, 1.890], [5.251, -0.507, -0.455], [3.820, -0.756, -0.801], [3.120, -1.853, -0.504], [3.679, -3.067, 0.184], [3.854, -2.883, 1.679], [2.945, -2.761, 2.450], [1.684, -1.914, -0.929], [1.200, -2.971, -1.257], [0.945, -0.609, -0.975], [-0.418, -0.506, -0.735], [-1.224, -1.761, -0.497], [-0.892, -2.470, 0.781], [0.102, -2.421, 1.424], [-1.911, -3.276, 1.161], [-1.037, 0.756, -0.740], [-2.498, 0.793, -0.363], [-2.775, 0.417, 1.104], [-2.015, 1.237, 2.144], [-0.358, 0.650, 2.607], [-0.287, 1.907, -1.087], [-1.221, 3.479, -1.251], [-0.272, 4.757, -1.255], [-2.002, 3.771, 0.109], [-2.365, 3.402, -2.808], [1.095, 1.782, -1.340], [2.131, 3.193, -1.734], [1.697, 0.526, -1.283], [3.137, 0.313, -1.585], [3.756, 0.917, -2.434], [5.755, 2.733, 0.686], [5.428, 2.065, -0.932], [7.007, 1.842, -0.214], [6.307, 0.225, 1.281], [5.746, -1.437, -0.174], [5.756, -0.149, -1.355], [4.649, -3.313, -0.252], [3.017, -3.914, 0.003], [4.896, -2.876, 2.059], [-1.027, -2.482, -1.292], [-2.295, -1.590, -0.514], [-3.016, 0.076, -0.998], [-2.974, 1.746, -0.561], [-3.838, 0.577, 1.278], [-2.622, -0.642, 1.303], [-1.864, 2.256, 1.813], [-2.611, 1.296, 3.053], [-0.723, -0.443, 3.283], [-0.015, 4.957, -2.165], [-1.487, 4.344, 0.695], [2.351, 2.886, -3.015], [-8.103, -1.614, -0.153], [-7.706, -0.699, 0.974], [-6.405, -0.613, 1.049], [-5.772, 0.038, 1.843], [-5.799, -1.497, -0.067], [-4.619, -1.639, -0.282], [-6.779, -2.049, -0.728], [-8.835, -0.925, -1.100], [-8.798, -2.705, 0.332]]}


(3)
{"formula": "C22H21FN2O5S", "method": "ωB97M-V/def2-TZVPD", "homo_energy_ev": -8.09, "max_force_ev_per_a": 0.97, "lumo_energy_ev": 0.35, "energy_ev": -49925.0147, "smiles": "COc1ccc(NC(=O)c2cc(S(=O)(=O)NCc3ccccc3OC)ccc2F)cc1", "symbols": ["C", "H", "O", "C", "C", "C", "C", "C", "C", "H", "H", "N", "C", "O", "C", "C", "C", "C", "C", "C", "H", "S", "O", "O", "N", "H", "C", "C", "C", "C", "C", "C", "C", "O", "C", "H", "H", "H", "H", "H", "H", "H", "H", "H", "H", "H", "F", "H", "H", "H", "H", "H"], "positions_angstrom": [[8.204, 0.056, 0.927], [8.283, 0.888, 0.219], [7.375, -0.967, 0.431], [6.073, -0.675, 0.162], [5.474, 0.566, 0.346], [4.138, 0.755, 0.036], [3.377, -0.293, -0.464], [3.976, -1.539, -0.647], [5.304, -1.729, -0.338], [5.775, -2.689, -0.477], [3.394, -2.364, -1.033], [2.021, -0.165, -0.798], [1.228, 0.934, -0.714], [1.576, 2.029, -0.332], [-0.188, 0.650, -1.134], [-0.914, 1.581, -1.876], [-2.237, 1.374, -2.235], [-2.876, 0.220, -1.817], [-2.175, -0.699, -1.061], [-0.850, -0.506, -0.733], [-0.363, -1.262, -0.137], [-3.022, -2.168, -0.459], [-2.039, -3.077, 0.048], [-3.918, -2.600, -1.488], [-3.959, -1.666, 0.810], [-4.637, -0.978, 0.521], [-3.276, -1.327, 2.040], [-2.373, -0.122, 1.959], [-1.064, -0.200, 2.410], [-0.215, 0.892, 2.350], [-0.676, 2.084, 1.827], [-1.979, 2.187, 1.368], [-2.834, 1.095, 1.433], [-4.132, 1.111, 0.991], [-4.666, 2.325, 0.517], [-5.702, 2.108, 0.258], [-4.642, 3.101, 1.288], [-4.136, 2.676, -0.373], [-2.316, 3.126, 0.961], [-0.021, 2.937, 1.757], [0.802, 0.810, 2.702], [-0.711, -1.137, 2.814], [-2.686, -2.207, 2.305], [-4.042, -1.170, 2.806], [-3.902, 0.016, -2.077], [-2.741, 2.116, -2.836], [-0.321, 2.704, -2.298], [1.600, -1.010, -1.159], [3.686, 1.722, 0.179], [6.036, 1.402, 0.730], [9.185, -0.397, 1.059], [7.847, 0.432, 1.891]]}


(4)
{"formula": "C22H21N3O2S", "method": "ωB97M-V/def2-TZVPD", "homo_energy_ev": -8.39, "max_force_ev_per_a": 4.27, "lumo_energy_ev": -0.18, "energy_ev": -42556.3278, "smiles": "O=C(c1ccc2c(=O)n(C3CCCC3)c(=S)[nH]c2c1)N1CCc2ccccc21", "symbols": ["O", "O", "S", "C", "C", "C", "C", "C", "C", "C", "C", "C", "C", "C", "C", "C", "C", "C", "N", "N", "N", "C", "C", "C", "C", "C", "C", "C", "H", "H", "H", "H", "H", "H", "H", "H", "H", "H", "H", "H", "H", "H", "H", "H", "H", "H", "H", "H", "H"], "positions_angstrom": [[-2.071, -1.813, -3.216], [3.903, -0.953, 0.709], [0.437, -0.221, 4.274], [-1.577, -0.743, -2.755], [2.748, -0.659, 1.059], [1.060, -0.316, 2.750], [-4.980, 0.285, -5.561], [-5.438, 1.586, -5.429], [0.838, -1.030, -2.258], [1.885, -0.986, -1.361], [-0.696, -0.682, -0.417], [-3.890, -0.165, -4.857], [-4.779, 2.427, -4.564], [-0.465, -0.828, -1.790], [1.671, -0.687, 0.006], [0.350, -0.555, 0.466], [-3.244, 0.664, -3.938], [-3.715, 1.974, -3.778], [0.061, -0.259, 1.792], [-2.174, 0.480, -3.050], [2.444, -0.448, 2.417], [-2.899, 2.718, -2.777], [-1.854, 1.736, -2.322], [3.381, -0.336, 5.884], [3.847, -1.774, 5.599], [3.505, 0.450, 4.563], [3.342, -2.003, 4.159], [3.475, -0.631, 3.484], [-5.466, -0.396, -6.265], [-6.287, 1.951, -6.007], [0.964, -1.263, -3.306], [2.922, -1.139, -1.655], [-1.701, -0.566, -0.036], [-3.573, -1.198, -5.001], [-5.138, 3.445, -4.412], [-0.915, -0.247, 2.097], [-3.447, 3.165, -1.949], [-2.414, 3.548, -3.295], [-0.807, 2.045, -2.591], [-1.965, 1.550, -1.232], [2.338, -0.343, 6.192], [4.023, 0.070, 6.662], [4.964, -1.809, 5.592], [3.439, -2.505, 6.313], [4.470, 0.984, 4.591], [2.709, 1.200, 4.462], [2.314, -2.369, 4.158], [3.924, -2.751, 3.594], [4.483, -0.605, 2.997]]}